# 1
C55H70GeN7O2Ti | the ωB97M-V functional and the def2-TZVPD basis

Each line ends with the Löwdin charge.
Geometry (Å):
1 Ti 0.67 1.21 0.66  1.139
2 N 0.79 -0.60 -0.53  0.010
3 C 0.63 -1.78 0.36  -0.175
4 C -0.53 -1.53 1.29  -0.178
5 N -0.41 -0.26 2.05  -0.198
6 C 0.48 -0.49 3.21  -0.179
7 C 0.62 0.69 4.14  -0.214
8 N 1.18 1.84 3.40  0.040
9 C -1.76 0.17 2.49  -0.150
10 C -1.92 1.68 2.56  -0.172
11 N -1.05 2.34 1.55  -0.013
12 H 0.03 -0.60 -1.22  0.052
13 H 1.66 -0.67 -1.03  0.051
14 H 1.56 -1.95 0.89  0.095
15 H 0.40 -2.67 -0.24  0.118
16 H -0.65 -2.37 1.99  0.141
17 H -1.42 -1.46 0.69  0.019
18 H 1.47 -0.74 2.82  0.084
19 H 0.13 -1.38 3.75  0.135
20 H 1.24 0.38 4.97  0.091
21 H -0.35 0.98 4.56  0.103
22 H 2.16 1.65 3.21  0.045
23 H 1.19 2.66 4.00  0.099
24 H -2.01 -0.30 3.45  0.143
25 H -2.47 -0.20 1.76  0.065
26 H -1.68 2.09 3.54  0.102
27 H -2.96 1.93 2.35  0.123
28 H -0.61 3.14 1.99  0.098
29 H -1.60 2.68 0.78  0.054
30 C -3.70 3.25 -0.63  -0.072
31 C -2.43 3.77 -1.31  -0.378
32 C -2.71 5.10 -2.02  -0.053
33 C -1.85 2.76 -2.27  -0.141
34 C -2.59 2.41 -3.39  -0.043
35 C -2.10 1.54 -4.34  -0.051
36 C -0.80 1.08 -4.24  -0.042
37 C -0.01 1.42 -3.15  -0.156
38 C 1.48 1.13 -3.16  -0.371
39 C 2.20 2.31 -3.83  -0.033
40 C 1.88 -0.18 -3.84  -0.067
41 C -0.57 2.19 -2.12  -0.164
42 N 0.25 2.43 -0.97  -0.030
43 C 0.86 3.64 -0.87  -0.489
44 O 0.64 4.65 -1.52  0.078
45 C 2.01 3.64 0.12  -0.173
46 C 2.68 4.81 0.41  0.022
47 C 3.86 4.72 1.14  -0.011
48 C 4.33 3.48 1.51  0.028
49 C 3.57 2.35 1.21  -0.172
50 N 2.42 2.44 0.55  0.055
51 C 4.05 0.98 1.60  -0.518
52 O 5.23 0.87 1.95  0.029
53 N 3.10 0.05 1.49  0.073
54 C 3.62 -1.25 1.78  -0.196
55 C 3.87 -1.66 3.10  -0.136
56 C 4.33 -2.95 3.33  -0.033
57 C 4.57 -3.83 2.29  -0.065
58 C 4.39 -3.41 0.99  -0.033
59 C 3.93 -2.12 0.72  -0.151
60 C 3.90 -1.66 -0.73  -0.372
61 C 5.34 -1.42 -1.21  -0.038
62 C 3.19 -2.65 -1.66  -0.059
63 C 3.78 -0.72 4.29  -0.366
64 C 2.96 -1.30 5.44  -0.075
65 C 5.19 -0.36 4.78  -0.050
66 H -4.00 3.90 0.20  0.083
67 H -4.54 3.23 -1.34  0.072
68 H -3.59 2.22 -0.27  0.042
69 H -1.68 4.00 -0.56  0.098
70 H -3.49 4.99 -2.78  0.077
71 H -1.80 5.47 -2.50  0.080
72 H -3.05 5.85 -1.30  0.082
73 H -3.59 2.82 -3.52  0.112
74 H -2.72 1.25 -5.18  0.112
75 H -0.40 0.46 -5.03  0.110
76 H 1.84 1.10 -2.12  0.095
77 H 1.90 2.38 -4.88  0.091
78 H 3.28 2.17 -3.80  0.082
79 H 1.95 3.26 -3.35  0.073
80 H 1.60 -0.18 -4.89  0.083
81 H 1.41 -1.04 -3.37  0.041
82 H 2.96 -0.30 -3.79  0.079
83 H 2.29 5.74 0.02  0.125
84 H 4.42 5.62 1.39  0.117
85 H 5.26 3.31 2.03  0.125
86 H 4.53 -3.27 4.34  0.108
87 H 4.93 -4.84 2.49  0.103
88 H 4.63 -4.07 0.17  0.109
89 H 3.40 -0.69 -0.77  0.100
90 H 5.90 -2.36 -1.25  0.084
91 H 5.87 -0.74 -0.53  0.083
92 H 5.34 -0.98 -2.21  0.077
93 H 3.72 -3.61 -1.69  0.080
94 H 3.17 -2.27 -2.68  0.062
95 H 2.16 -2.87 -1.35  0.061
96 H 3.31 0.21 3.94  0.098
97 H 3.49 -2.13 5.91  0.077
98 H 1.99 -1.68 5.12  0.067
99 H 2.80 -0.55 6.22  0.081
100 H 5.68 -1.25 5.19  0.080
101 H 5.14 0.39 5.57  0.081
102 H 5.79 0.03 3.96  0.067
103 C -6.86 -0.68 -3.99  -0.109
104 C -6.21 -1.89 -3.76  -0.098
105 C -5.09 -1.94 -2.94  -0.104
106 C -4.59 -0.79 -2.32  -0.334
107 C -5.25 0.41 -2.57  -0.154
108 C -6.38 0.47 -3.38  -0.100
109 Ge -3.02 -0.82 -1.07  0.986
110 C -2.08 -2.48 -1.75  -0.339
111 C -2.33 -3.81 -1.40  -0.123
112 C -1.55 -4.86 -1.88  -0.092
113 C -0.50 -4.61 -2.76  -0.101
114 C -0.26 -3.30 -3.16  -0.107
115 C -1.04 -2.27 -2.66  -0.164
116 C -4.09 -1.53 0.52  -0.337
117 C -5.19 -0.74 0.87  -0.138
118 C -5.93 -0.95 2.02  -0.101
119 C -5.58 -1.97 2.90  -0.113
120 C -4.49 -2.78 2.58  -0.106
121 C -3.77 -2.56 1.41  -0.150
122 H -7.73 -0.64 -4.63  0.094
123 H -6.57 -2.79 -4.23  0.096
124 H -4.60 -2.89 -2.78  0.088
125 H -4.88 1.32 -2.11  0.050
126 H -6.87 1.42 -3.55  0.095
127 H -3.16 -4.05 -0.75  0.087
128 H -1.77 -5.88 -1.59  0.098
129 H 0.10 -5.42 -3.14  0.097
130 H 0.53 -3.09 -3.87  0.095
131 H -0.86 -1.25 -3.00  0.062
132 H -5.49 0.07 0.20  0.084
133 H -6.78 -0.31 2.24  0.096
134 H -6.15 -2.15 3.80  0.093
135 H -4.21 -3.59 3.24  0.095
136 H -2.93 -3.21 1.22  0.076

As for the LUMO energy (alpha / beta): -0.0383 / -0.0341 Ha. The value obtained for the energy above the lowest of the compared OMol25 structures with the same formula, charge and spin is 43.3 kJ/mol. Its multiplicity is 2.

# 2
C55H70GeNiP3Si | the ωB97M-V functional and the def2-TZVPD basis

Each line ends with the Löwdin charge.
Geometry (Å):
1 Ni 0.30 -0.12 -0.11  -0.175
2 C 1.02 -4.65 -1.38  -0.140
3 C 0.19 -4.08 -2.53  -0.543
4 C 0.37 -4.92 -3.80  -0.120
5 P 0.39 -2.21 -2.52  1.105
6 C -0.37 -1.70 -4.18  -0.521
7 C -1.84 -2.10 -4.30  -0.114
8 C 0.38 -2.06 -5.47  -0.101
9 C 2.13 -1.81 -2.99  -0.404
10 C 3.04 -2.73 -3.49  -0.111
11 C 4.32 -2.34 -3.88  -0.100
12 C 4.70 -1.02 -3.76  -0.099
13 C 3.82 -0.09 -3.23  -0.102
14 C 2.52 -0.45 -2.84  -0.264
15 Si 1.45 0.76 -1.76  0.601
16 C 2.80 1.83 -0.96  -0.297
17 C 3.23 3.08 -1.39  -0.106
18 C 4.23 3.76 -0.72  -0.092
19 C 4.83 3.18 0.38  -0.091
20 C 4.39 1.94 0.84  -0.096
21 C 3.36 1.26 0.20  -0.337
22 P 2.48 -0.21 0.87  1.082
23 C 3.01 -0.35 2.67  -0.495
24 C 4.47 -0.70 3.01  -0.110
25 C 2.53 0.89 3.44  -0.124
26 C 3.29 -1.76 0.18  -0.511
27 C 4.79 -1.68 -0.14  -0.095
28 C 2.95 -2.97 1.05  -0.122
29 C 0.32 1.70 -2.98  -0.294
30 C 0.69 2.13 -4.26  -0.103
31 C -0.25 2.58 -5.17  -0.095
32 C -1.60 2.60 -4.81  -0.090
33 C -1.99 2.19 -3.54  -0.102
34 C -1.04 1.74 -2.62  -0.345
35 P -1.35 1.19 -0.89  1.052
36 C -3.06 0.44 -0.62  -0.467
37 C -2.86 -1.06 -0.40  -0.149
38 C -4.17 0.65 -1.65  -0.111
39 C -1.53 2.86 -0.09  -0.512
40 C -2.60 3.76 -0.71  -0.100
41 C -0.18 3.58 -0.07  -0.110
42 H 0.75 -5.69 -1.18  0.076
43 H 2.09 -4.61 -1.61  0.063
44 H 0.84 -4.07 -0.47  0.055
45 H -0.87 -4.17 -2.24  0.096
46 H 1.35 -4.78 -4.26  0.055
47 H 0.28 -5.98 -3.53  0.074
48 H -0.39 -4.70 -4.54  0.050
49 H -0.33 -0.62 -4.10  0.070
50 H -1.97 -3.18 -4.38  0.063
51 H -2.40 -1.75 -3.43  0.044
52 H -2.27 -1.63 -5.19  0.077
53 H 0.32 -3.13 -5.70  0.055
54 H -0.07 -1.51 -6.29  0.077
55 H 1.43 -1.78 -5.42  0.064
56 H 2.78 -3.78 -3.58  0.075
57 H 5.01 -3.07 -4.27  0.098
58 H 5.70 -0.71 -4.05  0.098
59 H 4.13 0.94 -3.10  0.096
60 H 2.76 3.53 -2.27  0.099
61 H 4.55 4.74 -1.05  0.095
62 H 5.63 3.69 0.91  0.096
63 H 4.86 1.53 1.72  0.082
64 H 2.38 -1.18 3.01  0.097
65 H 5.18 -0.36 2.25  0.045
66 H 4.75 -0.22 3.95  0.073
67 H 4.61 -1.77 3.13  0.058
68 H 3.06 1.79 3.14  0.064
69 H 1.47 1.03 3.25  0.029
70 H 2.67 0.75 4.51  0.078
71 H 2.76 -1.89 -0.75  0.040
72 H 5.40 -1.94 0.73  0.061
73 H 5.03 -2.38 -0.94  0.069
74 H 5.06 -0.68 -0.47  0.064
75 H 3.54 -3.01 1.96  0.053
76 H 1.89 -2.95 1.33  0.072
77 H 3.14 -3.89 0.49  0.069
78 H 1.74 2.08 -4.55  0.099
79 H 0.05 2.91 -6.15  0.095
80 H -2.34 2.95 -5.52  0.096
81 H -3.04 2.22 -3.28  0.080
82 H -3.36 0.88 0.34  0.067
83 H -2.58 -1.56 -1.34  0.047
84 H -2.04 -1.23 0.30  0.026
85 H -3.76 -1.53 -0.01  0.069
86 H -3.87 0.32 -2.64  0.059
87 H -5.04 0.06 -1.35  0.077
88 H -4.49 1.69 -1.71  0.056
89 H -1.82 2.62 0.93  0.040
90 H -2.38 3.98 -1.75  0.063
91 H -3.59 3.30 -0.64  0.055
92 H -2.64 4.71 -0.17  0.078
93 H 0.16 3.79 -1.09  0.071
94 H -0.26 4.52 0.47  0.079
95 H 0.58 2.96 0.41  0.054
96 C -0.55 0.40 1.66  -0.385
97 Ge -1.94 0.46 2.95  0.858
98 C -1.36 1.57 4.51  -0.251
99 C -0.74 2.80 4.24  -0.133
100 C -0.25 3.61 5.26  -0.101
101 C -0.37 3.20 6.58  -0.118
102 C -0.99 2.00 6.87  -0.109
103 C -1.49 1.20 5.85  -0.115
104 C -3.76 1.32 2.62  -0.261
105 C -3.81 2.70 2.45  -0.136
106 C -5.00 3.36 2.14  -0.104
107 C -6.18 2.64 2.01  -0.115
108 C -6.15 1.26 2.20  -0.105
109 C -4.96 0.61 2.49  -0.115
110 C -2.34 -1.42 3.45  -0.252
111 C -3.06 -2.21 2.55  -0.140
112 C -3.23 -3.57 2.76  -0.095
113 C -2.66 -4.18 3.86  -0.120
114 C -1.90 -3.43 4.74  -0.110
115 C -1.74 -2.07 4.53  -0.117
116 H 0.08 1.30 1.82  -0.098
117 H -0.63 3.12 3.21  0.086
118 H 0.22 4.55 5.02  0.094
119 H 0.03 3.83 7.38  0.089
120 H -1.11 1.69 7.90  0.092
121 H -1.99 0.28 6.10  0.083
122 H -2.91 3.29 2.58  0.085
123 H -5.00 4.43 2.01  0.096
124 H -7.11 3.14 1.78  0.090
125 H -7.07 0.69 2.12  0.092
126 H -4.97 -0.46 2.65  0.082
127 H -3.48 -1.74 1.67  0.041
128 H -3.80 -4.16 2.04  0.095
129 H -2.80 -5.25 4.03  0.089
130 H -1.43 -3.90 5.59  0.091
131 H -1.11 -1.50 5.21  0.082

The charge is -1. As for the LUMO energy: 0.0913 Ha. The value obtained for the energy above the lowest of the compared OMol25 structures with the same formula, charge and spin is 0.0 kJ/mol. Its multiplicity is 1.

# 3
C55H70N3 | the ωB97M-V functional and the def2-TZVPD basis

Each line ends with the Löwdin charge.
Geometry (Å):
1 C 5.55 0.84 2.41  -0.062
2 C 5.69 -0.65 2.05  -0.385
3 C 6.89 -0.85 1.12  -0.075
4 C 4.38 -1.22 1.54  -0.168
5 C 4.11 -1.38 0.17  0.035
6 C 2.86 -1.76 -0.28  -0.100
7 C 2.51 -1.72 -1.76  -0.367
8 C 3.74 -1.84 -2.66  -0.056
9 C 1.61 -0.53 -2.11  -0.033
10 C 1.86 -2.15 0.67  -0.057
11 C 0.64 -2.83 0.23  -0.094
12 N 0.70 -4.09 -0.36  0.066
13 C 1.85 -4.75 -0.96  -0.077
14 C 1.90 -4.94 -2.36  -0.126
15 C 0.72 -4.58 -3.26  -0.381
16 C -0.25 -5.75 -3.35  -0.051
17 C 1.08 -4.07 -4.66  -0.049
18 C 3.07 -5.48 -2.92  -0.014
19 C 4.18 -5.74 -2.11  -0.046
20 C 4.10 -5.61 -0.73  -0.011
21 C 2.91 -5.17 -0.14  -0.109
22 C 2.70 -5.27 1.38  -0.374
23 C 3.98 -5.16 2.21  -0.057
24 C 1.94 -6.55 1.74  -0.039
25 N -0.55 -4.54 -0.64  0.170
26 N -1.40 -3.61 -0.15  0.014
27 C -2.80 -3.67 -0.53  -0.094
28 C -3.23 -2.96 -1.66  -0.113
29 C -2.24 -2.28 -2.62  -0.361
30 C -2.28 -0.76 -2.54  -0.051
31 C -2.45 -2.76 -4.05  -0.051
32 C -4.59 -2.95 -1.94  -0.021
33 C -5.48 -3.69 -1.17  -0.045
34 C -5.01 -4.46 -0.11  -0.023
35 C -3.66 -4.49 0.21  -0.124
36 C -3.16 -5.47 1.28  -0.352
37 C -2.29 -4.86 2.38  -0.048
38 C -2.44 -6.66 0.64  -0.055
39 C -0.70 -2.46 0.30  -0.189
40 C -1.39 -1.30 0.70  0.015
41 C 2.11 -1.96 2.07  -0.119
42 C 1.06 -2.24 3.14  -0.360
43 C 0.66 -0.95 3.84  -0.045
44 C 1.54 -3.27 4.16  -0.042
45 C 3.37 -1.52 2.45  0.008
46 H 4.73 1.01 3.11  0.076
47 H 6.48 1.20 2.86  0.082
48 H 5.35 1.43 1.51  0.088
49 H 5.90 -1.19 2.99  0.137
50 H 6.98 -1.90 0.81  0.083
51 H 6.81 -0.22 0.23  0.080
52 H 7.80 -0.57 1.65  0.083
53 H 4.90 -1.17 -0.55  0.107
54 H 1.90 -2.62 -1.94  0.092
55 H 4.36 -2.69 -2.34  0.084
56 H 3.45 -2.01 -3.70  0.074
57 H 4.33 -0.92 -2.61  0.086
58 H 0.74 -0.50 -1.44  0.065
59 H 2.18 0.40 -1.99  0.093
60 H 1.25 -0.60 -3.14  0.084
61 H 0.19 -3.77 -2.74  0.092
62 H -0.73 -5.89 -2.38  0.058
63 H -1.03 -5.55 -4.10  0.072
64 H 0.28 -6.67 -3.62  0.095
65 H 1.78 -3.23 -4.63  0.071
66 H 1.49 -4.87 -5.28  0.085
67 H 0.16 -3.71 -5.14  0.070
68 H 3.10 -5.69 -3.99  0.120
69 H 5.11 -6.08 -2.57  0.116
70 H 4.95 -5.88 -0.09  0.118
71 H 2.07 -4.42 1.63  0.089
72 H 4.56 -4.27 1.93  0.082
73 H 3.72 -5.08 3.27  0.076
74 H 4.61 -6.05 2.08  0.084
75 H 0.99 -6.62 1.18  0.071
76 H 2.54 -7.43 1.50  0.094
77 H 1.70 -6.56 2.82  0.084
78 H -1.25 -2.63 -2.29  0.101
79 H -2.03 -0.42 -1.53  0.050
80 H -1.55 -0.33 -3.24  0.084
81 H -3.28 -0.39 -2.80  0.089
82 H -2.41 -3.85 -4.11  0.076
83 H -3.42 -2.43 -4.44  0.083
84 H -1.67 -2.35 -4.71  0.080
85 H -4.94 -2.39 -2.81  0.119
86 H -6.55 -3.68 -1.41  0.115
87 H -5.71 -5.06 0.47  0.120
88 H -4.08 -5.86 1.76  0.132
89 H -2.72 -3.94 2.77  0.043
90 H -2.19 -5.58 3.20  0.096
91 H -1.29 -4.66 1.99  0.064
92 H -3.08 -7.18 -0.08  0.089
93 H -1.54 -6.32 0.12  0.046
94 H -2.14 -7.38 1.42  0.086
95 H -2.46 -1.42 0.53  0.044
96 H -0.81 -0.38 0.82  0.081
97 H 0.17 -2.63 2.65  0.111
98 H 0.25 -0.23 3.12  0.075
99 H -0.11 -1.14 4.59  0.068
100 H 1.52 -0.48 4.34  0.092
101 H 1.79 -4.22 3.67  0.052
102 H 2.42 -2.92 4.70  0.087
103 H 0.75 -3.48 4.89  0.088
104 H 3.58 -1.41 3.52  0.128
105 C -2.60 0.49 1.75  0.045
106 C -2.67 -0.12 3.06  -0.243
107 C -3.26 -1.40 3.21  -0.027
108 C -3.26 -2.04 4.45  -0.062
109 C -2.88 -1.33 5.59  -0.052
110 C -2.37 -0.03 5.50  -0.067
111 C -2.19 0.53 4.24  -0.040
112 C -2.72 1.96 1.76  -0.214
113 C -1.99 2.77 0.87  -0.024
114 C -2.16 4.15 0.86  -0.063
115 C -3.07 4.76 1.74  -0.059
116 C -3.84 3.98 2.61  -0.057
117 C -3.68 2.60 2.60  -0.032
118 H -3.27 0.08 0.95  0.143
119 H -3.72 -1.85 2.32  0.119
120 H -3.62 -3.08 4.52  0.111
121 H -3.03 -1.78 6.57  0.114
122 H -2.14 0.56 6.39  0.120
123 H -1.68 1.50 4.15  0.134
124 H -1.30 2.25 0.20  0.114
125 H -1.59 4.76 0.15  0.112
126 H -3.19 5.84 1.72  0.110
127 H -4.57 4.45 3.28  0.118
128 H -4.32 1.97 3.24  0.125

The charge is +1. As for the LUMO energy: -0.1775 Ha. The value obtained for the energy above the lowest of the compared OMol25 structures with the same formula, charge and spin is 0.0 kJ/mol. Its multiplicity is 1.